Entry 1:
Entry from the Open Molecules 2025 dataset: one molecule with the formula C20H23BrN2O3 (wB97M-V/def2-TZVPD).

```
49
Properties=species:S:1:pos:R:3:lowdin_charge:R:1
C -8.3007 -2.0268 -0.8034 -0.06
C -8.0811 -1.3935 0.5663 -0.23
O -7.4014 -0.1561 0.4833 -0.10
C -6.0757 -0.1152 0.2479 -0.32
C -5.2065 -1.2018 0.2044 -0.01
C -3.8528 -1.0147 -0.0160 -0.03
C -3.3283 0.2572 -0.2116 -0.14
C -1.8876 0.5198 -0.5082 -0.42
O -1.5420 1.4357 -1.2240 0.08
N -1.0374 -0.3515 0.1086 0.13
C 0.3569 -0.4260 0.0257 -0.22
C 1.0060 -1.3520 0.8390 -0.03
C 2.3805 -1.4821 0.7929 -0.04
C 3.1362 -0.7007 -0.0698 -0.23
C 4.6311 -0.8453 -0.1498 -0.16
N 5.2808 0.4522 -0.2036 -0.18
C 5.1285 1.1895 1.0387 -0.16
C 5.7380 2.5800 0.8684 -0.19
O 7.1007 2.5040 0.5195 -0.13
C 7.2622 1.7686 -0.6698 -0.20
C 6.6899 0.3570 -0.5372 -0.17
C 2.4822 0.2208 -0.8790 -0.02
C 1.1100 0.3670 -0.8361 0.00
C -4.1925 1.3507 -0.1954 -0.05
C -5.5331 1.1613 0.0421 -0.57
Br -6.7209 2.6370 0.0951 0.80
H -8.8449 -1.3366 -1.4432 0.08
H -8.8803 -2.9392 -0.6953 0.08
H -7.3537 -2.2649 -1.2824 0.07
H -7.5532 -2.0795 1.2399 0.12
H -9.0432 -1.1384 1.0178 0.13
H -5.5785 -2.2047 0.3418 0.11
H -3.2180 -1.8875 -0.0716 0.11
H -1.4509 -1.0108 0.7532 0.13
H 0.4295 -1.9707 1.5137 0.11
H 2.8679 -2.2027 1.4342 0.11
H 4.9961 -1.4536 0.6982 0.13
H 4.8856 -1.3767 -1.0741 0.13
H 4.0651 1.2787 1.2690 0.13
H 5.6323 0.6720 1.8760 0.13
H 5.6914 3.1410 1.8032 0.13
H 5.1823 3.1206 0.0876 0.13
H 8.3352 1.7341 -0.8667 0.12
H 6.7529 2.2835 -1.4984 0.13
H 6.7965 -0.1697 -1.4884 0.12
H 7.2557 -0.1920 0.2378 0.13
H 3.0691 0.8351 -1.5437 0.12
H 0.6155 1.0889 -1.4636 0.10
H -3.7952 2.3382 -0.3729 0.12
```

Properties
Net charge: 0
SMILES string: CCOc1ccc(C(=O)Nc2ccc(CN3CCOCC3)cc2)cc1Br
Frontier orbital gap in eV: 8.931
Relative energy (zero: lowest compared OMol25 entry of this formula, charge and spin) in kcal per mole: 59.5
E_HOMO in eV: -8.4

---

Entry 2:
Entry from the Open Molecules 2025 dataset: one molecule with the formula C20H23F3N4O3 (wB97M-V/def2-TZVPD).

```
53
Properties=species:S:1:pos:R:3:lowdin_charge:R:1
C -6.5154 -1.3008 -1.2490 -0.08
O -5.8914 -0.7168 -0.1299 -0.07
C -4.5623 -0.8949 0.0490 -0.27
C -3.7366 -1.6401 -0.7903 -0.01
C -2.3891 -1.7640 -0.5069 -0.03
C -1.8363 -1.1463 0.6098 -0.15
C -0.3933 -1.2002 0.9341 -0.41
O 0.1737 -0.2892 1.5146 0.06
N 0.2412 -2.3365 0.5135 0.17
C 1.5837 -2.6995 0.6363 -0.23
C 2.0773 -3.9657 0.8997 -0.01
C 3.4639 -3.8197 0.8203 -0.15
N 3.7916 -2.5783 0.5221 0.08
N 2.6536 -1.8990 0.4086 -0.04
C 2.6392 -0.5050 0.0400 -0.26
C 2.1196 -0.3085 -1.3892 -0.09
C 1.7732 1.1769 -1.5517 -0.13
N 2.6800 1.9833 -0.7593 -0.06
C 2.3645 3.0921 -0.0532 -0.46
O 3.1869 3.6874 0.6142 0.06
C 0.9206 3.5811 -0.1282 -0.08
C 0.0912 2.9374 0.9918 -0.05
C -1.3857 3.1403 0.7382 -0.63
F -1.7133 4.4223 0.5115 0.14
F -2.1492 2.7331 1.7614 0.13
F -1.8072 2.4545 -0.3445 0.12
C 4.0228 1.4411 -0.6652 -0.12
C 4.0236 0.1338 0.1456 -0.10
C -2.6651 -0.3850 1.4371 -0.01
C -4.0068 -0.2671 1.1688 0.02
H -6.0975 -0.9193 -2.1858 0.10
H -6.4348 -2.3923 -1.2300 0.10
H -7.5642 -1.0170 -1.1817 0.09
H -4.1303 -2.1204 -1.6722 0.10
H -1.7671 -2.3223 -1.1932 0.11
H -0.3573 -3.1108 0.2623 0.14
H 1.5145 -4.8486 1.1231 0.09
H 4.2246 -4.5596 0.9677 0.10
H 1.9577 0.0044 0.7297 0.13
H 2.8861 -0.6242 -2.0984 0.12
H 1.2267 -0.9082 -1.5689 0.11
H 0.7475 1.3267 -1.2178 0.11
H 1.8409 1.4690 -2.6083 0.13
H 0.4788 3.3829 -1.1042 0.11
H 0.9418 4.6619 0.0227 0.13
H 0.3419 3.3890 1.9523 0.15
H 0.2552 1.8588 1.0713 0.10
H 4.6480 2.1950 -0.1869 0.12
H 4.3922 1.2684 -1.6802 0.13
H 4.7734 -0.5551 -0.2407 0.10
H 4.2523 0.3310 1.1919 0.12
H -2.2328 0.1074 2.2941 0.12
H -4.6526 0.3168 1.8039 0.13
```

Properties
Net charge: 0
SMILES string: COc1ccc(C(=O)Nc2ccnn2C2CCN(C(=O)CCC(F)(F)F)CC2)cc1
Frontier orbital gap in eV: 9.188
Relative energy (zero: lowest compared OMol25 entry of this formula, charge and spin) in kcal per mole: 4.9
E_HOMO in eV: -8.8

---

Question: What is the frontier orbital gap in the second record?
Answer: 9.188 eV

---

Copy entry 2 word for word.
Entry from the Open Molecules 2025 dataset: one molecule with the formula C20H23F3N4O3 (wB97M-V/def2-TZVPD).

```
53
Properties=species:S:1:pos:R:3:lowdin_charge:R:1
C -6.5154 -1.3008 -1.2490 -0.08
O -5.8914 -0.7168 -0.1299 -0.07
C -4.5623 -0.8949 0.0490 -0.27
C -3.7366 -1.6401 -0.7903 -0.01
C -2.3891 -1.7640 -0.5069 -0.03
C -1.8363 -1.1463 0.6098 -0.15
C -0.3933 -1.2002 0.9341 -0.41
O 0.1737 -0.2892 1.5146 0.06
N 0.2412 -2.3365 0.5135 0.17
C 1.5837 -2.6995 0.6363 -0.23
C 2.0773 -3.9657 0.8997 -0.01
C 3.4639 -3.8197 0.8203 -0.15
N 3.7916 -2.5783 0.5221 0.08
N 2.6536 -1.8990 0.4086 -0.04
C 2.6392 -0.5050 0.0400 -0.26
C 2.1196 -0.3085 -1.3892 -0.09
C 1.7732 1.1769 -1.5517 -0.13
N 2.6800 1.9833 -0.7593 -0.06
C 2.3645 3.0921 -0.0532 -0.46
O 3.1869 3.6874 0.6142 0.06
C 0.9206 3.5811 -0.1282 -0.08
C 0.0912 2.9374 0.9918 -0.05
C -1.3857 3.1403 0.7382 -0.63
F -1.7133 4.4223 0.5115 0.14
F -2.1492 2.7331 1.7614 0.13
F -1.8072 2.4545 -0.3445 0.12
C 4.0228 1.4411 -0.6652 -0.12
C 4.0236 0.1338 0.1456 -0.10
C -2.6651 -0.3850 1.4371 -0.01
C -4.0068 -0.2671 1.1688 0.02
H -6.0975 -0.9193 -2.1858 0.10
H -6.4348 -2.3923 -1.2300 0.10
H -7.5642 -1.0170 -1.1817 0.09
H -4.1303 -2.1204 -1.6722 0.10
H -1.7671 -2.3223 -1.1932 0.11
H -0.3573 -3.1108 0.2623 0.14
H 1.5145 -4.8486 1.1231 0.09
H 4.2246 -4.5596 0.9677 0.10
H 1.9577 0.0044 0.7297 0.13
H 2.8861 -0.6242 -2.0984 0.12
H 1.2267 -0.9082 -1.5689 0.11
H 0.7475 1.3267 -1.2178 0.11
H 1.8409 1.4690 -2.6083 0.13
H 0.4788 3.3829 -1.1042 0.11
H 0.9418 4.6619 0.0227 0.13
H 0.3419 3.3890 1.9523 0.15
H 0.2552 1.8588 1.0713 0.10
H 4.6480 2.1950 -0.1869 0.12
H 4.3922 1.2684 -1.6802 0.13
H 4.7734 -0.5551 -0.2407 0.10
H 4.2523 0.3310 1.1919 0.12
H -2.2328 0.1074 2.2941 0.12
H -4.6526 0.3168 1.8039 0.13
```

Properties
Net charge: 0
SMILES string: COc1ccc(C(=O)Nc2ccnn2C2CCN(C(=O)CCC(F)(F)F)CC2)cc1
Frontier orbital gap in eV: 9.188
Relative energy (zero: lowest compared OMol25 entry of this formula, charge and spin) in kcal per mole: 4.9
E_HOMO in eV: -8.8